The following is a quantum chemistry calculation of C3H3FO3Tl as an isolated structure, from OMol25.

Each line ends with the Löwdin charge.
Cartesian coordinates (Å):
H: -2.27429 1.51541 -0.14502  0.149
O: -1.14415 0.02490 0.72211  -0.280
O: 0.17983 -0.21476 -1.64264  -0.082
O: 1.57062 -1.51544 -0.46418  0.069
C: -1.56375 0.68204 -0.29455  -0.476
C: -0.47991 1.01640 -1.31823  -0.114
C: 1.28186 -0.46042 -0.95331  -0.231
F: -2.49737 -0.29658 -1.16458  -0.318
H: -0.87042 1.42101 -2.25524  0.135
H: 0.23417 1.72226 -0.87065  0.140
Tl: -1.60179 -2.02031 -0.04331  1.008

The multiplicity is 2. Its HOMO-LUMO gap (alpha / beta) is 9.58 / 8.56 eV. The energy relative to the best compared isomer or geometry (same formula, charge and spin) comes out at 9.9 kcal/mol. The value obtained for the LUMO energy (alpha / beta) is 0.0142 / -0.0382 Eh.